(1)
Below is 2 unconnected molecules or ions with the total composition C21H32N5O5 at a distorted geometry, with properties calculated with ωB97M-V with the def2-TZVPD basis set.

```
63
C21H32N5O5 ωB97M-V with the def2-TZVPD basis set
O 1.45 -6.73 -4.37
O 1.50 1.04 -0.14
O 1.03 1.71 3.57
O 0.36 -2.20 -5.83
O 1.25 4.23 1.66
C 1.97 -6.55 -5.47
C 1.77 1.95 0.64
C 0.38 2.75 3.54
C 1.27 -2.93 -6.21
C 2.37 -1.68 -2.65
C -5.60 5.75 6.85
C -4.62 4.81 7.07
C -3.88 2.87 5.75
C -2.54 2.69 6.03
C 2.00 -2.91 -3.10
C 0.59 -2.33 -1.49
N 2.99 1.89 1.25
N 1.48 -1.33 -1.65
N 1.87 -2.67 -7.38
N 2.13 -5.33 -5.99
N 0.90 -3.31 -2.37
C 2.45 -7.73 -6.28
C -5.38 7.21 7.15
C -4.84 3.35 6.80
C 3.04 -3.30 -8.00
C -0.43 3.16 4.77
C -1.58 2.18 4.99
C 0.83 3.14 0.85
C 0.17 3.50 2.22
C 2.65 -3.71 -4.21
C 1.65 -4.12 -5.31
H 3.19 -1.07 -3.02
H -6.57 5.45 6.47
H -3.66 5.13 7.45
H -4.26 2.67 4.76
H -2.17 2.89 7.03
H -0.23 -2.34 -0.79
H 3.13 2.54 2.02
H 3.43 0.98 1.29
H 1.49 -0.45 -1.12
H 1.46 -1.89 -7.87
H 2.55 -5.26 -6.90
H 0.41 -4.20 -2.48
H 1.93 -7.75 -7.24
H 2.24 -8.65 -5.74
H 3.53 -7.65 -6.44
H -5.47 7.80 6.23
H -4.38 7.39 7.57
H -6.13 7.57 7.87
H -4.69 2.79 7.73
H -5.87 3.16 6.47
H 2.74 -4.19 -8.55
H 3.49 -2.60 -8.71
H 3.79 -3.55 -7.25
H -0.82 4.17 4.63
H 0.22 3.18 5.65
H -2.12 2.02 4.04
H -1.19 1.21 5.31
H 0.30 3.40 -0.08
H -0.82 3.98 2.19
H 3.08 -4.60 -3.75
H 3.46 -3.13 -4.65
H 0.71 -4.40 -4.83
```

## Properties
net charge = +1
LUMO level = -2.1 eV
HOMO energy = -10.299 eV
total energy = -1469.14930 a.u.
ΔE to the lowest compared entry with this formula, charge and spin = 45.6 kcal per mole

(2)
Below is a single C21H32N6S molecule, with properties calculated with ωB97M-V with the def2-TZVPD basis set.

```
60
C21H32N6S ωB97M-V with the def2-TZVPD basis set
C 6.61 2.44 -2.27
C 6.36 1.44 -1.15
N 4.98 1.50 -0.71
C 4.04 0.78 -1.55
C 4.04 -0.74 -1.28
N 3.79 -1.00 0.12
C 2.51 -1.24 0.52
C 2.16 -1.42 1.89
C 0.88 -1.71 2.25
C 0.51 -1.91 3.69
C -0.11 -1.83 1.22
C -1.46 -2.08 1.47
C -2.36 -2.19 0.43
N -3.72 -2.43 0.72
C -4.82 -1.84 0.17
S -6.31 -2.30 0.74
N -4.64 -0.91 -0.78
C -5.70 -0.14 -1.38
C -5.39 1.36 -1.40
N -5.81 2.05 -0.20
C -5.14 1.58 0.99
C -5.66 3.48 -0.35
C -1.91 -2.10 -0.90
C -0.59 -1.84 -1.16
C 0.34 -1.68 -0.12
N 1.61 -1.39 -0.44
C 4.77 -0.35 0.95
C 4.75 1.17 0.68
H 6.30 3.43 -1.95
H 7.67 2.47 -2.51
H 6.06 2.18 -3.16
H 6.65 0.43 -1.49
H 6.99 1.70 -0.30
H 4.27 0.97 -2.60
H 3.04 1.16 -1.34
H 3.26 -1.22 -1.86
H 5.02 -1.17 -1.54
H 2.92 -1.35 2.65
H 0.08 -2.90 3.84
H -0.22 -1.17 3.99
H 1.39 -1.81 4.32
H -1.82 -2.19 2.48
H -3.92 -2.97 1.54
H -3.70 -0.60 -0.97
H -5.84 -0.49 -2.41
H -6.62 -0.33 -0.82
H -4.31 1.50 -1.61
H -5.94 1.80 -2.24
H -5.43 0.55 1.19
H -5.45 2.18 1.84
H -4.04 1.63 0.91
H -6.24 3.81 -1.21
H -6.05 3.98 0.54
H -4.62 3.79 -0.50
H -2.60 -2.28 -1.71
H -0.23 -1.77 -2.18
H 4.60 -0.54 2.01
H 5.76 -0.75 0.70
H 5.49 1.68 1.30
H 3.76 1.55 0.95
```

## Properties
SMILES = CCN1CCN(c2cc(C)c3cc(NC(=S)NCCN(C)C)ccc3n2)CC1
net charge = 0
LUMO level = 0.3 eV
HOMO energy = -7.393 eV
total energy = -1546.14827 a.u.
ΔE to the lowest compared entry with this formula, charge and spin = 3.8 kcal per mole

(3)
Below is a molecular structure, C21H33B2F4N7O5Re at a distorted geometry, with properties calculated with ωB97M-V with the def2-TZVPD basis set.

```
73
C21H33B2F4N7O5Re ωB97M-V with the def2-TZVPD basis set
Re 0.41 0.74 -0.43
C -0.72 3.06 -4.06
C -0.20 2.15 -2.95
N 1.68 2.22 -1.34
O 1.18 3.32 -0.61
B 1.85 3.55 0.72
F 1.62 4.77 1.16
F 3.16 3.18 0.60
O 1.18 2.51 1.70
N 1.44 1.29 1.26
C 2.49 0.62 1.66
C 3.42 1.09 2.71
C 2.70 -0.60 0.91
N 1.87 -0.77 -0.08
O 1.99 -1.86 -0.81
B 1.65 -1.72 -2.28
F 1.98 -2.84 -2.92
F 2.32 -0.57 -2.71
O 0.17 -1.42 -2.43
N -0.03 -0.10 -2.29
C -0.25 0.66 -3.30
C -0.46 0.15 -4.67
C 3.81 -1.54 1.19
H -0.79 4.09 -3.71
H -1.69 2.75 -4.45
H -0.02 3.05 -4.88
H 3.33 2.17 2.82
H 4.45 0.84 2.45
H 3.18 0.63 3.66
H -0.14 -0.89 -4.71
H 0.09 0.74 -5.40
H -1.51 0.20 -4.92
H 4.10 -1.55 2.23
H 4.68 -1.25 0.59
H 3.53 -2.54 0.86
C -2.99 3.19 -2.04
O -2.00 2.49 -1.25
C -0.86 2.10 -1.58
C 1.32 2.45 -2.73
H -2.64 4.18 -2.31
H -3.86 3.29 -1.39
H -3.26 2.63 -2.93
H 1.52 3.50 -2.98
H 1.94 1.80 -3.36
H 2.71 2.21 -1.25
C -4.69 0.06 0.28
C -3.64 -0.74 1.06
C -3.76 -2.25 0.77
C -3.74 -0.45 2.57
C -2.34 -0.34 0.64
N -1.26 -0.06 0.32
H -5.68 -0.26 0.58
H -4.58 -0.10 -0.79
H -4.59 1.13 0.49
H -4.73 -2.60 1.12
H -2.99 -2.80 1.29
H -3.68 -2.45 -0.29
H -4.72 -0.74 2.93
H -3.59 0.61 2.77
H -2.99 -1.01 3.12
N 1.75 -4.66 4.27
C 1.23 -3.73 3.47
C 0.90 -4.02 2.12
C 0.39 -3.02 1.33
N 0.20 -1.79 1.78
C 0.51 -1.48 3.04
C 1.01 -2.41 3.92
H 1.93 -5.60 3.93
H 2.01 -4.45 5.22
H 1.03 -5.01 1.73
H 0.14 -3.20 0.29
H 0.29 -0.47 3.35
H 1.21 -2.14 4.94
```

## Properties
net charge = +2
LUMO level (spin up / spin down) = -9.2 / -8.7 eV
HOMO energy (spin up / spin down) = -13.254 / -13.252 eV
spin multiplicity = 2
total energy = -2106.52871 a.u.

(4)
Below is 2 unconnected molecules or ions with the total composition C21H33BrN2O4 at a distorted geometry, with properties calculated with ωB97M-V with the def2-TZVPD basis set.

```
61
C21H33BrN2O4 ωB97M-V with the def2-TZVPD basis set
C 5.54 0.98 0.34
C 6.03 0.54 -1.16
C 6.16 -1.09 -1.24
C 5.16 1.19 -2.39
C 3.59 1.53 -2.03
C 3.13 3.03 -1.44
N 1.67 3.35 -1.15
C 0.51 2.38 -1.37
C -1.03 2.90 -1.05
C -1.29 4.27 -1.97
O -1.16 4.24 -3.30
Br -1.86 6.05 -1.17
C 0.76 0.84 -1.92
C 2.35 0.45 -2.25
C 2.59 -1.09 -2.85
O 2.83 -1.22 -4.16
O 2.50 -2.25 -1.90
H 6.53 1.06 1.00
H 5.01 2.02 0.41
H 4.93 0.09 0.81
H 7.14 0.97 -1.29
H 5.83 -1.45 -2.31
H 5.56 -1.62 -0.38
H 7.30 -1.45 -1.11
H 5.22 0.45 -3.32
H 5.74 2.18 -2.73
H 3.94 3.89 -1.25
H 1.47 4.32 -0.78
H -1.86 2.14 -1.37
H -1.16 3.24 0.06
H -0.14 0.09 -2.08
H 1.51 -2.29 -1.63
C -1.80 -1.20 3.25
C -2.88 -0.41 2.44
C -4.32 -0.75 2.92
C -4.89 -2.06 2.39
C -4.72 -2.15 0.88
C -3.25 -1.95 0.43
N -2.66 -0.68 0.98
O -3.22 0.39 0.26
C -2.43 -3.18 0.89
C -3.18 -2.02 -1.12
C -2.63 1.08 2.85
H -1.15 -1.81 2.62
H -1.12 -0.53 3.79
H -2.26 -1.86 4.00
H -5.00 0.05 2.61
H -4.35 -0.77 4.02
H -4.41 -2.91 2.88
H -5.95 -2.13 2.64
H -5.10 -3.12 0.53
H -5.37 -1.39 0.40
H -1.37 -3.08 0.62
H -2.80 -4.10 0.41
H -2.49 -3.38 1.97
H -3.82 -1.28 -1.61
H -3.50 -3.00 -1.49
H -2.15 -1.86 -1.48
H -1.65 1.44 2.50
H -2.65 1.19 3.94
H -3.40 1.76 2.46
```

## Properties
net charge = +1
LUMO level (spin up / spin down) = -5.2 / -5.2 eV
HOMO energy (spin up / spin down) = -11.618 / -12.262 eV
spin multiplicity = 2
total energy = -3803.71216 a.u.

Question: The highest total energy belongs to which entry?
Answer: C21H32N5O5

Question: Number 3 is which compound?
Answer: C21H33B2F4N7O5Re

Question: Which of these has the lowest net charge?
Answer: C21H32N6S